1.
C38H91Br8N5 | ωB97M-V/def2-TZVPD

Output
- orbital gap (Ha) = 0.306
- ΔE to the lowest compared entry with this formula, charge and spin (kcal/mol) = 14.06
- largest force on an atom (eV/Å) = 3.40
- electronic energy (Ha) = -22368.1784
- structure (SMILES) = CCN(CC)CC.CCN(CC)CC.CCN(CC)CC.CCN(CC)CC.CCN(CC)CC.BrCCBr.BrCCBr.BrCCBr.BrCCBr
- total charge = 0

Atoms and positions in Å:
C  -3.834  1.486  3.160
C  -2.444  2.127  2.885
N  -2.189  3.451  3.445
C  -0.807  3.813  3.441
C  0.070  3.205  4.536
C  -3.112  4.527  3.130
C  -3.260  5.586  4.131
H  -4.683  1.898  2.634
H  -4.009  1.529  4.220
H  -3.720  0.421  2.893
H  -1.755  1.407  3.350
H  -2.209  2.125  1.718
H  -0.325  3.619  2.465
H  -0.708  4.876  3.596
H  -0.154  3.567  5.526
H  0.013  2.078  4.527
H  1.120  3.402  4.377
H  -4.057  4.050  2.989
H  -2.761  4.927  2.170
H  -3.761  5.234  5.069
H  -3.954  6.337  3.631
H  -2.350  6.086  4.387
C  -4.766  2.418  -0.298
C  -5.488  2.220  -1.636
N  -6.206  0.958  -1.758
C  -7.218  1.026  -2.864
C  -6.695  1.332  -4.251
C  -5.201  -0.175  -2.015
C  -5.688  -1.541  -1.592
H  -4.792  3.480  -0.035
H  -3.744  2.052  -0.161
H  -5.420  1.969  0.493
H  -6.319  2.960  -1.757
H  -4.805  2.495  -2.345
H  -7.684  0.037  -2.861
H  -8.011  1.717  -2.480
H  -5.857  0.668  -4.528
H  -7.569  1.205  -4.964
H  -6.460  2.433  -4.322
H  -4.330  0.153  -1.463
H  -4.940  -0.288  -3.085
H  -6.164  -2.061  -2.455
H  -6.301  -1.445  -0.656
H  -4.792  -2.062  -1.310
C  8.145  0.408  -2.148
C  6.952  -0.416  -1.652
N  6.692  -0.152  -0.219
C  5.475  -0.802  0.148
C  5.493  -2.336  0.342
C  7.814  -0.392  0.605
C  7.425  -0.106  2.051
H  8.107  1.390  -1.711
H  8.044  0.544  -3.218
H  9.104  -0.026  -1.824
H  6.031  -0.115  -2.167
H  7.124  -1.540  -1.790
H  5.137  -0.340  1.062
H  4.757  -0.608  -0.596
H  4.457  -2.645  0.519
H  5.852  -2.824  -0.575
H  6.015  -2.792  1.122
H  8.625  0.286  0.333
H  8.175  -1.432  0.465
H  6.662  -0.782  2.447
H  7.127  0.997  2.235
H  8.349  -0.277  2.651
C  2.814  0.617  -1.679
C  1.946  -0.382  -0.956
N  0.725  0.039  -0.381
C  -0.344  0.434  -1.355
C  -0.678  -0.620  -2.332
C  0.727  0.873  0.856
C  1.823  0.593  1.849
H  3.133  1.482  -1.164
H  2.256  1.032  -2.551
H  3.661  0.053  -2.126
H  1.640  -1.153  -1.673
H  2.476  -0.941  -0.214
H  -0.053  1.372  -1.935
H  -1.216  0.757  -0.767
H  -0.924  -1.570  -1.959
H  0.124  -0.827  -3.018
H  -1.520  -0.309  -2.914
H  0.719  1.972  0.580
H  -0.197  0.790  1.334
H  1.711  -0.406  2.313
H  2.732  0.633  1.302
H  1.799  1.405  2.586
C  -0.805  -3.583  4.104
C  -1.325  -2.302  3.424
N  -2.648  -2.277  2.885
C  -3.717  -2.624  3.837
C  -3.516  -1.940  5.202
C  -2.766  -2.866  1.538
C  -2.227  -1.957  0.541
H  0.213  -3.406  4.352
H  -0.835  -4.418  3.470
H  -1.356  -3.817  5.003
H  -1.130  -1.475  4.077
H  -0.713  -2.048  2.503
H  -4.689  -2.238  3.482
H  -3.822  -3.698  3.925
H  -4.480  -2.036  5.764
H  -2.781  -2.473  5.743
H  -3.297  -0.887  5.058
H  -3.863  -3.026  1.348
H  -2.244  -3.776  1.612
H  -2.687  -1.000  0.614
H  -2.507  -2.206  -0.446
H  -1.188  -1.715  0.530
Br  -2.356  -5.449  -1.169
C  -0.601  -5.542  -0.321
C  0.089  -4.215  -0.364
Br  1.799  -4.265  0.442
H  -0.075  -6.354  -0.746
H  -0.862  -5.846  0.722
H  -0.430  -3.389  0.156
H  0.277  -3.829  -1.376
Br  2.903  -0.023  -6.352
C  1.670  1.474  -6.639
C  2.222  2.784  -5.998
Br  1.151  4.317  -6.453
H  0.688  1.121  -6.252
H  1.541  1.609  -7.695
H  3.223  2.981  -6.380
H  2.172  2.720  -4.918
Br  7.334  3.464  0.419
C  5.545  3.128  -0.058
C  4.569  4.068  0.442
Br  4.364  3.932  2.329
H  5.372  2.094  0.307
H  5.612  3.106  -1.181
H  3.631  3.922  -0.053
H  4.932  5.086  0.279
Br  0.849  -2.837  -5.001
C  -0.365  -4.103  -4.224
C  0.267  -5.449  -3.942
Br  0.199  -6.721  -5.334
H  -1.130  -4.242  -4.956
H  -0.766  -3.609  -3.322
H  -0.309  -5.941  -3.144
H  1.294  -5.408  -3.596

---

2.
C38H94MnO20 | ωB97M-V/def2-TZVPD

Output
- orbital gap (alpha / beta) (Ha) = 0.175 / 0.274
- ΔE to the lowest compared entry with this formula, charge and spin (kcal/mol) = 61.33
- largest force on an atom (eV/Å) = 12.69
- electronic energy (Ha) = -4158.0561
- total charge = 0
- 2S+1 = 6

Atoms and positions in Å:
Mn  -0.438  -1.028  1.905
O  -0.431  0.723  1.889
C  -0.035  0.645  0.512
C  -0.459  -0.597  -0.350
O  -0.402  -1.872  0.262
H  1.050  0.693  0.422
H  -0.383  1.580  0.073
H  0.038  -0.513  -1.317
H  -1.443  -0.316  -0.725
C  1.555  0.292  -7.733
O  0.823  -0.321  -6.667
C  1.680  -1.066  -5.805
C  0.888  -1.812  -4.666
O  0.136  -0.945  -3.859
C  -0.703  -1.501  -2.848
H  2.383  0.951  -7.472
H  0.874  0.862  -8.364
H  1.943  -0.406  -8.475
H  2.433  -0.409  -5.369
H  2.277  -1.825  -6.310
H  1.615  -2.151  -3.928
H  0.195  -2.572  -5.027
H  -1.243  -0.773  -2.242
H  -0.165  -2.132  -2.141
H  -1.502  -2.063  -3.332
C  -1.045  -6.030  -3.059
O  -1.801  -4.903  -2.647
C  -1.028  -3.714  -2.518
C  -0.001  -3.621  -1.343
O  1.164  -4.395  -1.547
C  2.045  -4.585  -0.479
H  -0.435  -6.468  -2.269
H  -0.558  -5.865  -4.021
H  -1.783  -6.820  -3.199
H  -1.793  -2.999  -2.213
H  -0.596  -3.361  -3.454
H  -0.379  -4.043  -0.412
H  0.346  -2.589  -1.279
H  1.524  -4.770  0.461
H  2.451  -3.596  -0.267
H  2.829  -5.327  -0.633
C  -3.338  -1.459  1.048
O  -2.225  -1.367  1.909
C  -2.677  -0.683  3.054
C  -1.612  -0.814  4.114
O  -0.323  -0.607  3.571
C  0.655  -0.368  4.638
H  -4.076  -0.657  1.060
H  -3.837  -2.406  1.252
H  -2.992  -1.564  0.020
H  -3.553  -1.162  3.490
H  -3.000  0.317  2.762
H  -1.650  -1.788  4.603
H  -1.870  0.009  4.780
H  1.283  -1.222  4.892
H  0.282  0.156  5.518
H  1.328  0.371  4.204
C  1.872  5.116  5.482
O  1.285  4.442  4.381
C  1.561  3.019  4.416
C  1.276  2.360  3.057
O  2.085  3.026  2.103
C  2.021  2.459  0.779
H  2.039  4.499  6.365
H  1.157  5.885  5.775
H  2.770  5.657  5.182
H  0.858  2.580  5.124
H  2.605  2.891  4.703
H  0.260  2.521  2.696
H  1.557  1.315  3.186
H  1.083  2.821  0.359
H  1.934  1.375  0.848
H  2.859  2.817  0.180
C  -1.550  1.978  3.109
O  -2.763  2.378  3.796
C  -2.762  1.926  5.166
C  -1.801  2.709  6.065
O  -1.971  4.156  6.271
C  -1.841  5.018  5.101
H  -0.665  2.079  3.737
H  -1.411  2.559  2.197
H  -1.530  0.927  2.823
H  -2.551  0.857  5.175
H  -3.764  2.097  5.561
H  -0.746  2.533  5.852
H  -1.866  2.292  7.070
H  -1.013  4.664  4.487
H  -1.565  6.024  5.417
H  -2.767  5.106  4.532
C  2.425  -0.266  1.908
O  1.232  -1.012  2.336
C  1.594  -2.382  2.640
C  0.464  -3.349  2.128
O  -0.795  -2.775  2.449
C  -1.818  -3.704  2.783
H  3.318  -0.521  2.478
H  2.220  0.787  2.105
H  2.581  -0.406  0.838
H  1.743  -2.500  3.714
H  2.539  -2.760  2.249
H  0.688  -4.269  2.668
H  0.495  -3.483  1.047
H  -2.243  -3.581  3.779
H  -1.663  -4.777  2.662
H  -2.593  -3.443  2.061
C  0.959  1.361  -4.529
O  1.516  1.889  -3.379
C  0.638  1.936  -2.271
C  1.375  2.520  -1.016
O  1.758  3.855  -1.104
C  0.727  4.866  -1.021
H  0.322  0.501  -4.319
H  1.657  1.015  -5.292
H  0.359  2.112  -5.043
H  0.190  0.956  -2.108
H  -0.213  2.523  -2.618
H  2.306  2.005  -0.779
H  0.673  2.474  -0.183
H  0.006  4.875  -0.203
H  0.086  4.776  -1.898
H  1.194  5.832  -1.215
C  -6.424  -1.688  -2.195
O  -5.422  -0.757  -1.889
C  -4.158  -1.197  -2.448
C  -2.936  -0.426  -1.858
O  -2.997  0.909  -2.252
C  -1.925  1.757  -2.058
H  -6.588  -1.773  -3.269
H  -7.337  -1.261  -1.781
H  -6.293  -2.644  -1.688
H  -4.067  -1.197  -3.534
H  -3.881  -2.219  -2.190
H  -2.012  -0.814  -2.287
H  -2.937  -0.536  -0.774
H  -2.050  2.681  -2.623
H  -0.982  1.337  -2.410
H  -1.870  1.998  -0.996
C  6.034  1.570  -2.698
O  4.992  0.628  -2.727
C  3.645  1.174  -2.751
C  2.557  0.070  -2.761
O  3.038  -0.983  -1.920
C  2.038  -1.884  -1.450
H  7.010  1.100  -2.573
H  5.906  2.262  -1.866
H  6.005  2.062  -3.670
H  3.530  1.709  -3.694
H  3.467  1.874  -1.935
H  2.427  -0.307  -3.776
H  1.680  0.492  -2.271
H  1.363  -1.266  -0.857
H  2.332  -2.727  -0.825
H  1.439  -2.200  -2.304

---

3.
C38H95O25P6 | ωB97M-V/def2-TZVPD

Output
- orbital gap (Ha) = 0.154
- largest force on an atom (eV/Å) = 4.81
- electronic energy (Ha) = -5434.4652
- total charge = -1

Atoms and positions in Å:
C  40.487  17.747  -23.639
C  40.190  16.679  -22.567
O  41.099  16.544  -21.516
H  40.495  18.779  -23.288
H  39.758  17.629  -24.440
H  41.475  17.640  -24.087
H  40.117  15.741  -23.117
H  39.161  16.828  -22.241
C  43.424  21.432  -15.964
C  43.319  20.519  -17.175
O  41.987  20.230  -17.405
P  41.459  19.393  -18.668
O  41.791  17.930  -18.673
O  41.882  20.240  -19.970
C  41.760  21.662  -20.123
C  40.568  22.122  -21.015
O  39.826  19.681  -18.568
C  39.029  18.883  -19.427
C  37.600  19.497  -19.438
H  44.403  21.909  -15.895
H  42.675  22.224  -15.973
H  43.115  20.959  -15.032
H  43.841  20.928  -18.040
H  43.820  19.574  -16.963
H  41.698  22.127  -19.139
H  42.726  22.040  -20.455
H  40.740  23.169  -21.267
H  40.575  21.672  -22.008
H  39.592  21.916  -20.576
H  39.401  18.973  -20.447
H  39.023  17.842  -19.105
H  37.489  20.578  -19.520
H  36.883  19.085  -20.148
H  37.226  19.121  -18.486
C  46.994  13.252  -25.357
C  45.811  13.516  -24.309
O  45.823  12.488  -23.335
P  44.587  12.514  -22.289
O  44.476  13.686  -21.369
O  43.323  12.436  -23.265
C  42.582  13.499  -23.780
C  41.066  13.054  -23.770
O  44.599  11.059  -21.507
C  45.167  9.985  -22.201
C  45.260  8.811  -21.195
H  47.991  13.222  -24.916
H  46.956  12.284  -25.855
H  46.864  14.039  -26.100
H  45.950  14.491  -23.844
H  44.906  13.583  -24.914
H  42.721  14.345  -23.107
H  42.833  13.758  -24.808
H  40.684  13.269  -22.771
H  40.367  13.668  -24.338
H  40.902  12.018  -24.067
H  44.615  9.715  -23.101
H  46.147  10.311  -22.550
H  45.828  9.151  -20.329
H  44.243  8.459  -21.022
H  45.728  7.909  -21.588
C  48.213  17.407  -25.589
C  47.088  18.135  -24.837
O  46.420  17.352  -23.884
P  44.867  17.316  -23.591
O  44.431  16.800  -22.221
O  44.331  18.786  -23.952
C  44.166  19.791  -22.918
C  43.348  20.860  -23.563
O  44.322  16.481  -24.845
C  44.333  16.837  -26.254
C  43.022  16.389  -26.927
H  47.836  16.684  -26.312
H  48.779  18.129  -26.178
H  48.906  16.740  -25.075
H  47.399  19.096  -24.428
H  46.369  18.599  -25.512
H  43.676  19.370  -22.040
H  45.124  20.122  -22.518
H  42.416  20.482  -23.982
H  42.964  21.606  -22.867
H  43.885  21.344  -24.378
H  44.497  17.875  -26.543
H  45.173  16.280  -26.670
H  43.177  15.380  -27.311
H  42.124  16.319  -26.314
H  42.850  17.037  -27.786
C  40.236  14.024  -27.510
C  39.425  15.088  -28.227
O  40.388  16.050  -28.554
P  40.012  17.352  -29.423
O  38.565  17.705  -29.440
O  40.967  18.484  -28.732
C  40.661  18.984  -27.449
C  41.571  20.082  -26.891
O  40.720  17.245  -30.908
C  40.519  16.134  -31.810
C  41.652  15.984  -32.762
H  40.906  14.367  -26.722
H  39.625  13.315  -26.953
H  40.843  13.398  -28.165
H  38.961  14.662  -29.116
H  38.633  15.524  -27.618
H  39.647  19.356  -27.590
H  40.638  18.265  -26.630
H  41.180  20.291  -25.895
H  42.537  19.591  -26.771
H  41.603  20.983  -27.504
H  40.358  15.303  -31.122
H  39.580  16.180  -32.361
H  41.412  15.214  -33.495
H  41.746  16.883  -33.370
H  42.556  15.731  -32.209
C  44.070  22.706  -28.806
C  44.279  22.940  -27.288
O  43.737  24.148  -26.809
P  42.109  24.426  -26.609
O  41.162  24.047  -27.679
O  42.108  25.994  -26.281
C  42.866  26.608  -25.243
C  42.434  28.148  -25.206
O  41.915  23.642  -25.203
C  40.727  23.706  -24.492
C  39.798  22.452  -24.743
H  44.446  23.548  -29.387
H  44.564  21.783  -29.111
H  43.002  22.579  -28.980
H  43.888  22.024  -26.846
H  45.336  23.026  -27.035
H  42.672  26.074  -24.313
H  43.913  26.490  -25.520
H  42.276  28.523  -24.195
H  43.121  28.843  -25.688
H  41.438  28.258  -25.635
H  40.830  23.835  -23.414
H  40.176  24.601  -24.782
H  39.750  22.332  -25.825
H  40.121  21.533  -24.254
H  38.810  22.608  -24.310
C  36.189  15.292  -23.619
C  36.700  16.028  -24.885
O  35.602  16.824  -25.457
P  35.102  18.215  -24.721
O  34.532  17.935  -23.352
O  36.367  19.207  -24.863
C  36.293  20.425  -24.190
C  36.580  20.324  -22.693
O  34.108  18.876  -25.862
C  34.423  18.941  -27.228
C  33.150  19.253  -27.912
H  36.064  15.893  -22.718
H  35.212  14.823  -23.730
H  36.896  14.526  -23.299
H  37.547  16.688  -24.701
H  36.993  15.281  -25.623
H  36.937  21.206  -24.595
H  35.316  20.879  -24.350
H  37.474  19.730  -22.506
H  36.633  21.287  -22.185
H  35.765  19.753  -22.249
H  35.168  19.728  -27.347
H  34.817  18.022  -27.663
H  33.331  19.291  -28.986
H  32.332  18.634  -27.545
H  32.792  20.253  -27.668